The following is a DFT calculation (wB97M-V/def2-TZVPD) of C12H17IIrN2 as an isolated structure.

Positions of all 33 atoms, in Å:
C: 4.950 -0.738 -2.028
C: 5.512 -0.771 -0.613
H: 4.808 -1.757 -2.403
H: 5.658 -0.211 -2.678
H: 3.987 -0.229 -2.085
H: 4.790 -1.073 0.158
H: 6.346 -1.488 -0.587
H: 5.917 0.207 -0.316
Ir: 0.583 0.200 -0.153
C: 2.248 0.831 0.712
H: 2.680 0.016 1.322
H: 1.925 1.652 1.383
H: 3.012 1.212 0.018
I: 1.619 -0.057 -2.385
N: -0.436 -0.324 1.603
C: -1.871 -0.305 1.551
C: -2.686 -0.529 2.649
C: -4.088 -0.431 2.476
C: -4.635 -0.078 1.245
C: -3.786 0.191 0.134
C: -4.236 0.643 -1.111
C: -3.322 0.964 -2.089
C: -1.954 0.838 -1.845
N: -1.480 0.349 -0.679
C: -2.377 0.040 0.311
H: -0.126 0.295 2.345
H: -0.141 -1.225 1.978
H: -2.264 -0.790 3.614
H: -4.773 -0.630 3.304
H: -5.718 0.009 1.082
H: -5.308 0.743 -1.259
H: -3.643 1.311 -3.071
H: -1.191 1.135 -2.581

The orbital gap (alpha / beta) comes out at 5.54 / 4.86 eV. Its lowest unoccupied orbital energy (alpha / beta) is -7.3 / -11.1 eV. The spin multiplicity is 6. The calculation puts the HOMO energy (alpha / beta) at -12.866 / -15.963 eV. The charge is +2.

---

The following is a DFT calculation (wB97M-V/def2-TZVPD) of a 2-piece molecular cluster, C4H11NO overall.

Positions of all 17 atoms, in Å:
C: -0.689 -0.489 -1.114
C: -0.794 0.080 0.424
C: -1.804 -0.762 1.191
C: -0.282 1.244 0.737
N: 0.740 1.948 -0.035
H: -1.530 -0.355 -1.874
H: -0.664 -1.568 -1.044
H: 0.304 -0.260 -1.501
H: -1.500 -1.767 1.494
H: -2.676 -0.940 0.454
H: -2.318 -0.094 1.915
H: -0.961 1.730 1.441
H: 0.678 2.968 0.083
H: 0.637 1.627 -0.981
O: 2.441 -1.529 -0.828
H: 2.985 -2.134 -0.285
H: 1.752 -1.046 -0.268

The orbital gap comes out at 9.20 eV. Its lowest unoccupied orbital energy is 0.9 eV. The calculation puts the HOMO energy at -8.332 eV. The charge is 0. As for the structure (SMILES): CC(C)=CN.O.

---

The following is a DFT calculation (wB97M-V/def2-TZVPD) of C30H39LuN3S as an isolated structure.

Positions of all 74 atoms, in Å:
Lu: -0.067 -0.119 0.376
N: -2.402 -1.235 2.476
N: -1.631 1.899 0.732
C: 0.910 -0.434 -1.936
C: -0.491 -0.703 -2.025
C: -0.782 -1.825 -1.185
C: -2.137 -2.342 -0.840
H: -2.921 -1.753 -1.333
H: -2.338 -2.314 0.248
H: -2.246 -3.387 -1.175
C: 0.446 -2.265 -0.591
C: 0.537 -3.279 0.492
H: 0.653 -4.292 0.079
H: -0.373 -3.293 1.116
H: 1.394 -3.094 1.157
C: 1.493 -1.392 -1.048
C: 2.919 -1.411 -0.624
H: 3.042 -1.661 0.442
H: 3.406 -0.438 -0.796
H: 3.481 -2.157 -1.207
C: -1.475 0.053 -2.848
H: -1.668 -0.474 -3.796
H: -1.113 1.060 -3.099
H: -2.442 0.173 -2.336
C: 1.639 0.616 -2.700
H: 2.511 1.004 -2.155
H: 0.995 1.477 -2.921
H: 1.996 0.214 -3.663
C: -2.465 -1.789 3.687
H: -2.825 -2.820 3.728
C: -2.089 -1.116 4.856
H: -2.164 -1.621 5.809
C: -1.594 0.191 4.766
H: -1.218 0.711 5.644
C: -1.583 0.814 3.526
H: -1.199 1.828 3.385
C: -2.073 0.091 2.396
C: -2.181 0.638 1.060
H: -2.855 0.180 0.319
C: -0.423 2.048 0.038
C: -2.239 3.140 0.917
H: -3.143 3.226 1.484
C: -1.496 4.027 0.244
H: -1.624 5.089 0.126
N: -0.409 3.349 -0.313
C: 0.572 3.889 -1.209
C: 0.193 4.325 -2.491
C: 1.191 4.759 -3.371
H: 0.908 5.093 -4.369
C: 2.540 4.755 -3.014
C: 3.599 5.282 -3.936
H: 4.513 4.677 -3.879
H: 3.874 6.310 -3.662
H: 3.250 5.294 -4.973
C: 2.896 4.250 -1.766
H: 3.950 4.188 -1.484
C: 1.930 3.810 -0.859
C: 2.376 3.223 0.438
H: 1.706 3.439 1.278
H: 3.375 3.609 0.685
H: 2.475 2.128 0.350
C: -1.232 4.283 -2.940
H: -1.830 5.108 -2.527
H: -1.721 3.338 -2.672
H: -1.259 4.375 -4.032
C: 1.484 -1.526 4.209
S: 1.334 -0.634 2.627
C: 2.481 0.742 2.745
H: 1.308 -0.850 5.056
H: 2.496 -1.963 4.281
H: 0.740 -2.332 4.228
H: 1.909 1.678 2.694
H: 3.031 0.700 3.689
H: 3.186 0.665 1.906

The orbital gap (alpha / beta) comes out at 3.15 / 2.98 eV. Its lowest unoccupied orbital energy (alpha / beta) is 2.7 / 2.7 eV. The calculation puts the HOMO energy (alpha / beta) at -0.457 / -0.242 eV. The charge is -1.

---

The following is a DFT calculation (wB97M-V/def2-TZVPD) of C3H9AlNO7P as an isolated structure.

Positions of all 22 atoms, in Å:
Al: -2.700 -1.251 0.085
O: -4.204 -3.319 1.258
H: -4.673 -3.875 1.886
O: -0.544 -2.689 0.040
H: 0.313 -2.954 -0.301
P: -2.182 1.171 -2.068
O: -1.715 -0.355 -2.165
O: -0.707 1.605 -2.228
O: -2.872 1.320 -0.759
O: -2.921 1.427 -3.371
C: 0.326 0.948 0.468
O: -0.490 0.251 1.004
N: 1.664 0.739 0.575
C: 2.631 1.519 -0.145
C: 2.184 -0.222 1.493
H: 0.037 1.832 -0.111
H: 3.226 0.839 -0.766
H: 3.309 2.072 0.524
H: 2.203 2.283 -0.792
H: 2.744 -1.078 1.104
H: 2.969 0.275 2.094
H: 1.404 -0.541 2.176

The orbital gap comes out at 4.20 eV. Its lowest unoccupied orbital energy is 3.2 eV. The calculation puts the HOMO energy at -0.998 eV. The charge is -2.

---

The following is a DFT calculation (wB97M-V/def2-TZVPD) of C5H13F6MoN2O as an isolated structure.

Positions of all 28 atoms, in Å:
C: -0.409 -2.237 -1.334
Mo: 1.462 -0.981 -0.276
N: 2.216 1.075 -0.351
N: 2.753 -2.402 -1.263
H: 2.108 1.545 0.562
H: 0.162 -1.432 -1.769
H: -1.397 -1.794 -1.532
H: -0.471 -2.601 -0.299
H: -0.217 -3.108 -1.967
H: 3.578 -2.646 -0.719
H: 3.099 -2.047 -2.152
H: 2.320 -3.297 -1.496
H: 3.191 1.176 -0.637
H: 1.655 1.636 -1.007
C: -2.287 0.334 0.160
C: -1.117 0.917 0.924
O: 0.047 0.243 0.860
C: -0.821 2.380 0.396
F: -1.917 3.185 0.394
F: 0.163 3.029 1.092
F: -0.393 2.289 -0.915
C: -1.422 1.027 2.495
F: -2.583 1.715 2.770
F: -1.545 -0.227 3.011
F: -0.410 1.635 3.185
H: -2.097 0.354 -0.931
H: -3.181 0.930 0.372
H: -2.487 -0.699 0.426

The orbital gap (alpha / beta) comes out at 7.70 / 7.67 eV. Its lowest unoccupied orbital energy (alpha / beta) is -4.8 / -4.2 eV. The spin multiplicity is 3. The calculation puts the HOMO energy (alpha / beta) at -12.485 / -11.844 eV. The charge is +1.

---

The following is a DFT calculation (wB97M-V/def2-TZVPD) of an isolated ion of composition C3H6N3O2 and charge -1.

Positions of all 14 atoms, in Å:
O: 1.259 -1.692 -0.595
N: 0.254 -0.888 -0.901
C: -0.707 -0.720 0.167
C: -0.204 0.460 1.092
N: -0.526 1.637 0.350
N: -0.049 1.649 -0.873
O: -0.230 2.700 -1.515
C: 0.822 0.546 -1.270
H: -0.803 -1.765 0.733
H: -1.736 -0.607 -0.343
H: -0.730 0.478 2.111
H: 0.796 0.206 1.422
H: 1.845 0.667 -0.751
H: 1.116 0.469 -2.351

The orbital gap (alpha / beta) comes out at 6.11 / 6.11 eV. Its lowest unoccupied orbital energy (alpha / beta) is 4.2 / 4.2 eV. The calculation puts the HOMO energy (alpha / beta) at -1.863 / -1.862 eV. The charge is -1. As for the structure (SMILES): [O-]N1CCN=[N+]([O-])C1.

---

The highest charge belongs to which entry? C12H17IIrN2